(1)
Formula: C22H39IrN2OSi3
Source: OMol25
Level of theory: ωB97M-V/def2-TZVPD

```
68
Properties=species:S:1:pos:R:3:nbo_charge:R:1
Ir 0.078 -0.718 -0.238 0.941
Si -2.086 -0.642 1.586 1.695
Si 0.955 1.442 2.181 1.760
Si -1.145 2.304 -0.234 1.743
O 1.181 -1.862 1.089 -0.712
N 1.502 -1.054 -1.732 -0.515
N -1.162 -0.003 -1.699 -0.447
C 2.550 -3.607 0.071 -0.440
C 2.066 -2.256 -1.996 0.247
C -2.470 0.675 2.837 -1.146
C 0.296 3.053 2.811 -1.172
C -2.615 1.599 -2.667 -0.202
C -1.462 -0.867 -2.688 0.041
C -1.746 -2.205 2.555 -1.139
C -0.377 0.728 0.753 -0.894
C 0.221 3.434 -0.784 -1.155
C -2.353 -0.545 -3.691 -0.195
C -3.411 -0.856 0.312 -1.169
C 1.661 -3.450 -1.174 -0.451
C 2.568 -2.344 0.906 -0.066
C 2.852 -0.026 -3.414 -0.212
C 1.888 0.034 -2.439 0.055
C 2.528 1.578 1.199 -1.153
C -1.720 1.230 -1.677 -0.218
C -2.941 0.711 -3.684 -0.085
C 3.441 -1.254 -3.694 -0.072
C 3.037 -2.368 -2.979 -0.221
C 1.076 0.202 3.557 -1.154
C -2.557 3.223 0.518 -1.170
H -3.673 0.064 -0.210 0.256
H -0.658 2.944 3.327 0.267
H -2.823 3.989 -0.220 0.291
H 3.286 2.007 1.863 0.296
H 4.199 -1.340 -4.462 0.270
H 0.834 3.029 -1.589 0.253
H 0.604 -3.379 -0.890 0.201
H 0.877 3.773 0.015 0.270
H -3.403 0.305 3.284 0.297
H -1.737 0.711 3.640 0.260
H -2.288 3.758 1.430 0.284
H -0.272 4.328 -1.180 0.295
H 1.020 3.396 3.559 0.300
H 3.087 -1.528 0.411 0.206
H -0.983 -1.838 -2.663 0.223
H -3.446 2.622 0.699 0.269
H -3.642 0.995 -4.459 0.271
H -3.061 2.585 -2.644 0.259
H 3.465 -3.341 -3.180 0.264
H 0.653 -2.533 1.546 0.530
H -4.306 -1.177 0.857 0.294
H 3.577 -3.819 -0.234 0.264
H 2.221 -4.463 0.661 0.250
H -2.667 1.678 2.476 0.261
H 1.923 0.524 4.174 0.295
H -0.885 -2.833 2.343 0.212
H -1.670 -1.947 3.614 0.281
H 1.283 -0.813 3.232 0.244
H 0.210 3.851 2.075 0.258
H 2.981 -2.479 1.904 0.240
H -2.575 -1.271 -4.461 0.272
H 2.455 2.232 0.332 0.259
H -2.626 -2.844 2.440 0.295
H 2.901 0.609 0.868 0.235
H -3.183 -1.631 -0.420 0.257
H 1.394 0.963 -2.192 0.213
H 1.739 -4.348 -1.785 0.281
H 3.130 0.870 -3.951 0.269
H 0.205 0.193 4.209 0.263
```

The calculation puts the energy at -2018.33830 Eh. Its max |F| is 0.55 eV/Å. For the frontier orbital gap (alpha / beta), the calculation gives 8.02 / 6.80 eV. The total charge is +3. The energy relative to the best compared isomer or geometry (same formula, charge and spin) comes out at 0.0 kJ/mol. Its spin multiplicity is 2. As for the LUMO energy (alpha / beta): -10.576 / -12.007 eV.


(2)
Formula: C6H6Cl3P
Source: OMol25
Level of theory: ωB97M-V/def2-TZVPD

```
16
Properties=species:S:1:pos:R:3:nbo_charge:R:1
Cl -1.348 2.393 -0.394 0.077
Cl -3.102 0.971 1.351 -0.288
Cl 2.713 0.583 -1.347 -0.176
P -2.366 -0.910 0.771 0.508
C 1.282 -1.135 0.231 -0.192
C -0.792 -0.213 -0.408 -0.443
C -0.230 1.114 -0.161 -0.083
C 0.092 -1.399 -0.322 -0.183
C 1.898 0.254 0.408 -0.202
C 0.983 1.407 0.311 -0.147
H 1.534 2.282 0.156 0.235
H -0.427 -2.272 -0.507 0.215
H 1.825 -1.988 0.488 0.214
H -1.575 -0.304 -1.209 0.258
H -3.215 -1.057 -0.493 -0.043
H 2.729 0.274 1.124 0.251
```

The calculation puts the energy at -1953.95460 Eh. Its max |F| is 7.74 eV/Å. For the frontier orbital gap (alpha / beta), the calculation gives 5.71 / 6.40 eV. The total charge is 0. The energy relative to the best compared isomer or geometry (same formula, charge and spin) comes out at 105.4 kJ/mol. Its spin multiplicity is 3. As for the LUMO energy (alpha / beta): 0.103 / -2.926 eV.


(3)
Formula: C6H12N2
Source: OMol25
Level of theory: ωB97M-V/def2-TZVPD

```
20
Properties=species:S:1:pos:R:3:nbo_charge:R:1
N -0.802 -1.880 0.254 -0.746
N 0.582 0.034 -0.096 -0.616
C 2.036 -0.761 0.076 -0.219
C -2.890 0.016 -0.740 -0.661
C -0.485 -0.673 0.233 0.464
C -1.766 1.588 0.840 -0.453
C 3.135 0.237 -0.212 -0.630
C -1.772 0.471 0.132 0.021
H -3.132 -1.019 -0.500 0.243
H 3.132 1.041 0.525 0.206
H 4.116 -0.239 -0.176 0.222
H 2.006 -1.570 -0.656 0.201
H 0.666 0.986 0.220 0.393
H 3.008 0.676 -1.201 0.218
H -3.778 0.637 -0.609 0.209
H -0.911 1.921 1.413 0.185
H -0.055 -2.561 0.319 0.345
H -2.634 2.236 0.887 0.201
H 2.132 -1.190 1.079 0.194
H -2.589 0.050 -1.788 0.221
```

The calculation puts the energy at -345.26150 Eh. Its max |F| is 6.34 eV/Å. As for the SMILES: [H]/N=C(\NCC)C(=C)C. For the frontier orbital gap, the calculation gives 9.99 eV. The total charge is 0. The energy relative to the best compared isomer or geometry (same formula, charge and spin) comes out at 174.2 kJ/mol. As for the LUMO energy: 0.839 eV.


(4)
Formula: C6H36N2O10
Source: OMol25
Level of theory: ωB97M-V/def2-TZVPD

```
54
Properties=species:S:1:pos:R:3:nbo_charge:R:1
O -2.626 -1.883 -0.762 -0.968
O -2.168 1.975 3.141 -0.972
O 3.107 0.510 3.529 -0.957
O -2.747 0.753 -0.631 -0.995
O -2.106 -1.740 -3.566 -0.961
O -2.085 -3.533 2.656 -0.943
O 0.399 2.155 3.716 -0.980
O 4.837 -0.857 -0.878 -0.927
O -3.591 0.141 1.791 -0.993
O 0.469 -1.067 -3.847 -0.980
N 0.690 -0.242 -0.803 -0.695
N 0.097 -2.532 0.011 -0.885
C 0.919 1.518 0.919 -0.639
C 1.452 0.934 -0.382 -0.043
C 1.369 1.994 -1.546 -0.224
C 2.167 1.473 -2.716 -0.624
C -0.075 2.377 -1.844 -0.619
C 0.970 -1.391 0.176 -0.048
H 0.967 1.446 4.030 0.497
H -1.872 -3.640 1.717 0.480
H -1.588 -2.472 -3.217 0.469
H -0.309 -0.055 -0.756 0.378
H -3.509 0.941 -1.196 0.468
H 4.718 -1.063 -1.805 0.467
H -3.254 -1.503 -0.145 0.470
H -3.197 0.678 2.509 0.516
H 0.553 2.974 4.196 0.489
H -2.528 -1.158 -1.387 0.511
H -1.336 1.743 2.726 0.504
H -3.209 0.674 0.246 0.502
H 4.040 0.625 3.313 0.484
H -3.617 -0.765 2.129 0.486
H -1.441 -1.293 -4.109 0.489
H 1.983 -1.634 -0.159 0.175
H -1.548 -2.766 2.894 0.463
H -0.160 1.745 0.900 0.217
H 1.107 0.895 1.779 0.182
H -0.080 2.996 -2.734 0.211
H -0.893 -2.308 -0.109 0.406
H 1.043 -0.911 -3.089 0.508
H 1.845 2.917 -1.180 0.196
H 2.895 0.732 -2.412 0.193
H -2.007 2.388 3.988 0.490
H 0.973 -1.436 -4.581 0.473
H 2.519 0.662 -0.221 0.171
H -0.606 2.949 -1.081 0.213
H 1.236 2.560 1.045 0.224
H 2.593 0.874 2.800 0.473
H 0.692 -1.048 1.178 0.162
H 2.831 2.229 -3.154 0.214
H -0.726 1.513 -1.995 0.223
H 1.653 1.068 -3.591 0.225
H 3.934 -0.759 -0.555 0.462
H 0.448 -3.150 -0.706 0.357
```

The calculation puts the energy at -1112.07570 Eh. Its max |F| is 2.72 eV/Å. As for the SMILES: CC(C)[C@@H](C)NCN.O.O.O.O.O.O.O.O.O.O. For the frontier orbital gap, the calculation gives 9.01 eV. The total charge is 0. The energy relative to the best compared isomer or geometry (same formula, charge and spin) comes out at 237.2 kJ/mol. As for the LUMO energy: 0.075 eV.